The following is a DFT calculation (ωB97M-V/def2-TZVPD) of a cluster of 7 separate species, C32H56O18P2 in total at a distorted geometry.

Calculated values
energy relative to the best compared isomer or geometry (same formula, charge and spin): 1.9528 eV
LUMO: 0.0149 Ha
molar mass: 790.73 u
SMILES string: COP(=O)(OC)OC.COP(=O)(OC)OC.Oc1ccc(O)cc1.Oc1ccc(O)cc1.Oc1ccc(O)cc1.COCCOC.COCCOC
Kohn-Sham gap: 0.29219 hartree
E: -89523.971 eV

Structure (ORCA input):
```
! RIJCOSX wB97M-V def2-TZVPD def2/J DEFGRID3
* xyz 0 1
C -21.844 9.344 5.222
C -21.144 8.203 4.806
C -21.793 7.263 3.994
C -23.086 7.487 3.527
C -23.813 8.618 3.975
C -23.167 9.555 4.766
O -23.798 10.703 5.082
O -21.116 6.141 3.582
H -21.343 10.089 5.823
H -20.138 7.947 5.105
H -23.633 6.867 2.832
H -24.808 8.737 3.573
H -24.730 10.759 4.855
H -20.413 5.831 4.157
C -24.244 14.821 12.080
C -23.928 15.971 12.786
C -24.087 16.024 14.185
C -24.562 14.963 14.911
C -24.927 13.791 14.226
C -24.719 13.708 12.826
O -24.936 12.542 12.161
O -23.628 17.142 14.873
H -24.026 14.516 11.067
H -23.409 16.840 12.411
H -24.631 15.058 15.985
H -25.239 12.896 14.744
H -24.319 12.565 11.426
H -22.925 17.642 14.451
C -24.231 13.709 7.591
C -23.429 14.740 8.050
C -23.807 16.048 7.999
C -25.020 16.364 7.422
C -25.836 15.377 7.014
C -25.433 14.048 7.050
O -26.264 13.147 6.497
O -23.028 17.059 8.419
H -23.930 12.672 7.609
H -22.535 14.472 8.594
H -25.277 17.412 7.393
H -26.818 15.631 6.642
H -26.672 13.527 5.715
H -22.128 16.821 8.652
C -19.760 9.935 11.701
O -20.907 10.654 11.654
P -21.513 11.307 10.310
O -22.738 12.110 10.445
O -21.618 9.967 9.358
C -22.889 9.423 9.052
O -20.221 12.058 9.587
C -20.296 12.378 8.220
H -19.081 10.066 12.544
H -19.107 10.199 10.869
H -19.894 8.901 11.382
H -23.134 9.523 7.995
H -23.690 9.658 9.753
H -22.781 8.352 9.227
H -21.272 12.795 7.974
H -20.351 11.537 7.529
H -19.630 13.146 7.827
C -21.586 6.654 14.333
O -22.423 6.823 13.183
P -23.970 7.296 13.425
O -24.658 7.882 12.226
O -23.902 8.306 14.712
C -23.192 9.532 14.588
O -24.706 6.035 14.037
C -25.198 5.057 13.180
H -21.619 5.568 14.415
H -21.848 7.038 15.319
H -20.583 6.998 14.080
H -22.570 9.688 15.469
H -23.856 10.396 14.592
H -22.558 9.536 13.701
H -24.391 4.575 12.628
H -25.915 5.403 12.436
H -25.654 4.251 13.755
C -14.922 10.103 8.944
O -16.063 9.521 8.399
C -17.303 10.215 8.649
C -18.470 9.325 8.306
O -18.323 8.190 9.157
C -19.386 7.271 9.147
H -14.963 11.192 8.973
H -14.063 9.775 8.357
H -14.785 9.834 9.991
H -17.382 11.218 8.229
H -17.271 10.327 9.732
H -18.552 8.880 7.315
H -19.414 9.812 8.551
H -18.966 6.289 9.363
H -19.800 7.012 8.172
H -20.190 7.600 9.806
C -16.902 7.547 12.532
O -16.337 7.476 13.871
C -15.416 8.507 14.097
C -16.069 9.708 14.796
O -16.734 10.532 13.806
C -17.343 11.623 14.340
H -17.340 8.537 12.413
H -17.533 6.673 12.366
H -16.167 7.460 11.732
H -14.869 8.799 13.200
H -14.756 8.043 14.829
H -15.348 10.316 15.343
H -16.776 9.254 15.490
H -16.571 12.085 14.955
H -18.194 11.429 14.993
H -17.625 12.312 13.544
*
```

The following is a DFT calculation (ωB97M-V/def2-TZVPD) of a structure of composition C32H57ClIN3O13P.

Calculated values
LUMO: -0.0844 Ha
molar mass: 885.15 u
Kohn-Sham gap: 0.32711 hartree
E: -95105.641 eV

Structure (ORCA input):
```
! RIJCOSX wB97M-V def2-TZVPD def2/J DEFGRID3
* xyz 1 1
C 4.835 -3.522 1.017
C 4.018 -3.539 -0.267
C 2.974 -2.447 -0.291
O 3.613 -1.170 -0.072
C 2.928 -0.107 -0.563
C 3.707 1.210 -0.609
C 5.199 1.194 -0.930
C 5.676 0.269 -2.057
O 5.575 0.960 -3.303
C 7.124 -0.156 -1.813
N 7.283 -0.975 -0.619
C 3.304 2.009 0.644
Cl 3.421 3.770 0.279
P 4.476 1.955 2.155
O 3.721 2.935 3.201
I 3.897 -0.223 3.177
C 1.840 1.638 0.822
N 1.756 0.202 0.425
C 0.399 -0.254 -0.010
C 0.010 0.251 -1.402
N -1.422 0.219 -1.629
H 4.183 -3.636 1.889
H 5.379 -2.587 1.132
H 5.549 -4.344 1.035
H 3.482 -4.487 -0.355
H 4.653 -3.454 -1.150
H 2.443 -2.407 -1.249
H 2.239 -2.619 0.506
H 2.464 -0.324 -1.526
H 3.213 1.766 -1.417
H 5.803 1.033 -0.034
H 5.428 2.193 -1.301
H 5.029 -0.605 -2.160
H 6.455 1.264 -3.569
H 7.698 0.768 -1.698
H 7.477 -0.679 -2.705
H 7.923 -0.545 0.037
H 7.666 -1.885 -0.839
H 2.834 2.701 3.511
H 1.457 1.742 1.838
H 1.207 2.204 0.141
H 2.018 -0.320 1.271
H 0.441 -1.343 -0.004
H -0.320 0.050 0.750
H 0.465 -0.402 -2.141
H 0.364 1.270 -1.581
H -1.825 -0.642 -1.271
H -1.891 0.946 -1.097
O 8.981 2.555 -0.937
C 8.462 3.631 -1.017
O 7.213 3.773 -1.528
C 6.862 5.168 -1.623
C 7.758 5.869 -0.607
C 9.004 4.990 -0.632
H 7.053 5.496 -2.646
H 5.798 5.250 -1.414
H 7.940 6.910 -0.861
H 7.296 5.833 0.381
H 9.710 5.291 -1.410
H 9.547 4.922 0.307
O 0.432 -3.041 -3.422
C 0.132 -2.305 -4.319
O 0.453 -0.992 -4.273
C -0.107 -0.283 -5.395
C -0.320 -1.357 -6.459
C -0.616 -2.588 -5.603
H -1.045 0.169 -5.068
H 0.595 0.498 -5.675
H -1.114 -1.100 -7.155
H 0.599 -1.507 -7.025
H -1.675 -2.674 -5.351
H -0.290 -3.536 -6.023
O -2.670 -0.989 0.885
C -3.341 -0.257 1.563
O -3.638 0.994 1.151
C -4.409 1.690 2.156
C -4.996 0.592 3.035
C -3.944 -0.504 2.925
H -3.728 2.346 2.704
H -5.146 2.294 1.634
H -5.195 0.924 4.052
H -5.918 0.221 2.590
H -3.146 -0.410 3.668
H -4.346 -1.512 2.974
O -6.520 -1.020 0.649
C -6.957 -2.031 1.128
O -6.676 -2.380 2.401
C -7.262 -3.664 2.720
C -8.388 -3.839 1.707
C -7.846 -3.081 0.498
H -6.488 -4.427 2.613
H -7.605 -3.617 3.749
H -8.616 -4.885 1.518
H -9.287 -3.348 2.078
H -7.218 -3.701 -0.146
H -8.598 -2.603 -0.125
O -8.784 -1.938 4.806
C -9.250 -1.018 4.200
O -10.097 -1.202 3.158
C -10.421 0.059 2.540
C -10.152 1.109 3.614
C -9.011 0.466 4.394
H -9.772 0.186 1.670
H -11.455 0.005 2.210
H -9.915 2.082 3.191
H -11.028 1.218 4.254
H -8.032 0.694 3.964
H -8.981 0.701 5.454
*
```